Formula: C33H58O29P2
Source: OMol25
Level of theory: ωB97M-V/def2-TZVPD

The geometry in ORCA input format:
```
! RIJCOSX wB97M-V def2-TZVPD def2/J DEFGRID3
* xyz 0 1
C -25.51 2.53 26.51
C -24.45 3.67 26.46
O -24.28 4.26 27.78
P -24.84 5.77 28.09
O -26.16 6.07 27.56
O -24.63 5.89 29.69
C -24.98 4.85 30.60
C -23.69 4.28 31.21
O -23.63 6.63 27.44
C -23.85 7.92 26.95
C -24.08 8.94 28.10
H -25.36 1.75 27.26
H -26.46 3.00 26.76
H -25.76 2.11 25.54
H -23.52 3.40 25.98
H -24.86 4.40 25.77
H -25.55 5.33 31.40
H -25.52 4.06 30.08
H -22.98 3.97 30.44
H -23.28 5.08 31.83
H -23.84 3.46 31.91
H -22.92 8.17 26.45
H -24.67 7.96 26.24
H -23.16 8.98 28.68
H -24.30 9.91 27.67
H -24.90 8.65 28.77
C -9.45 8.67 28.65
C -8.22 9.62 28.46
O -7.34 9.52 29.63
P -7.61 10.26 31.03
O -6.54 11.22 31.45
O -8.04 9.10 32.12
C -7.68 7.81 32.12
C -8.59 7.08 33.12
O -9.05 10.94 30.87
C -9.59 11.74 31.90
C -11.10 11.80 31.79
H -9.13 7.63 28.58
H -9.82 8.80 29.67
H -10.24 8.81 27.92
H -7.52 9.21 27.74
H -8.65 10.62 28.35
H -7.76 7.34 31.15
H -6.65 7.61 32.45
H -8.48 7.59 34.08
H -9.59 7.28 32.73
H -8.29 6.04 33.24
H -9.37 11.26 32.86
H -9.11 12.71 31.84
H -11.51 12.33 32.64
H -11.36 12.42 30.92
H -11.56 10.83 31.61
O -13.35 7.37 20.45
C -13.44 6.40 19.68
O -12.84 5.23 19.96
C -13.32 4.24 19.12
C -13.98 4.94 18.00
O -14.18 6.26 18.54
H -12.66 3.54 18.61
H -13.97 3.61 19.73
H -14.96 4.49 17.79
H -13.31 5.03 17.16
O -16.46 4.98 25.34
C -16.53 5.93 26.15
O -15.64 6.17 27.08
C -15.98 7.40 27.82
C -17.27 7.86 27.06
O -17.52 6.81 26.17
H -16.14 7.19 28.88
H -15.19 8.15 27.83
H -17.08 8.82 26.57
H -18.11 8.02 27.74
O -15.50 16.36 25.74
C -14.41 15.80 25.74
O -13.30 16.44 25.97
C -12.22 15.58 25.82
C -12.83 14.24 25.47
O -14.20 14.47 25.80
H -11.51 15.89 25.06
H -11.59 15.40 26.70
H -12.44 13.56 26.22
H -12.65 13.81 24.49
O -23.43 4.45 17.93
C -22.69 5.01 18.75
O -23.04 5.51 19.89
C -21.96 6.30 20.40
C -20.75 5.70 19.76
O -21.40 5.14 18.59
H -21.99 7.35 20.12
H -21.77 6.31 21.47
H -20.24 4.97 20.39
H -20.13 6.49 19.34
O -19.10 12.52 21.14
C -19.06 12.62 19.96
O -17.94 12.91 19.29
C -18.27 13.16 17.94
C -19.58 12.47 17.77
O -20.03 12.45 19.14
H -18.34 14.24 17.82
H -17.69 12.65 17.17
H -19.50 11.39 17.67
H -20.24 12.95 17.04
O -18.93 10.72 32.86
C -18.99 11.89 32.94
O -19.22 12.54 34.11
C -18.65 13.85 34.12
C -18.58 14.13 32.62
O -18.46 12.81 32.07
H -19.35 14.51 34.62
H -17.68 13.97 34.60
H -17.65 14.66 32.44
H -19.37 14.77 32.23
O -21.45 -4.14 22.10
C -20.76 -3.30 21.53
O -19.85 -3.60 20.61
C -19.17 -2.43 20.17
C -19.56 -1.40 21.16
O -20.67 -2.01 21.82
H -18.11 -2.66 20.06
H -19.52 -2.05 19.21
H -19.76 -0.44 20.67
H -18.75 -1.31 21.89
*
```

## Properties
Orbital gap   10.2530 eV
Structure (SMILES)   CCOP(=O)(OCC)OCC.CCOP(=O)(OCC)OCC.O=C1OCCO1.O=C1OCCO1.O=C1OCCO1.O=C1OCCO1.O=C1OCCO1.O=C1OCCO1.O=C1OCCO1
Electronic energy   -4157.0021 hartree
LUMO energy   -0.16 eV
Energy above the lowest of the compared OMol25 structures with the same formula, charge and spin   101.8 kcal/mol
HOMO energy   -10.41 eV
Maximum force   5.2 eV Å⁻¹